(1)
{
  "formula": "C34H54BaN6O6P2S",
  "method": "wB97M-V/def2-TZVPD",
  "charge": 2,
  "multiplicity": 1,
  "de_lowest_kj_mol": 23.8,
  "e_tot_ha": -3214.15187,
  "e_homo_ev": -12.995,
  "symbols": ["Ba", "N", "C", "C", "C", "N", "H", "H", "H", "H", "H", "H", "H", "H", "H", "H", "C", "C", "C", "O", "P", "O", "C", "P", "O", "O", "C", "C", "C", "O", "C", "C", "C", "O", "C", "C", "C", "H", "H", "H", "H", "H", "H", "H", "H", "H", "H", "H", "H", "H", "H", "H", "H", "H", "H", "H", "H", "H", "H", "H", "H", "H", "H", "H", "H", "H", "H", "C", "C", "C", "C", "C", "C", "N", "N", "C", "C", "C", "C", "C", "N", "H", "H", "H", "H", "H", "H", "H", "H", "H", "S", "C", "N", "C", "C", "C", "C", "C", "C", "H", "H", "H", "H", "H"],
  "xyz": [[-0.4669, 0.2591, 0.3130], [1.7110, 0.2372, 2.4866], [3.1437, 0.2694, 2.1213], [3.7088, -1.1102, 1.8002], [3.4915, -1.5688, 0.3755], [2.0675, -1.7903, 0.1157], [1.4651, 1.1851, 2.7697], [1.6073, -0.3061, 3.3401], [3.7342, 0.7236, 2.9238], [3.2406, 0.9220, 1.2497], [3.2735, -1.8419, 2.4915], [4.7805, -1.1147, 2.0046], [4.0943, -2.4620, 0.1754], [3.8521, -0.7953, -0.3020], [1.7679, -2.5491, 0.7176], [1.9311, -2.1314, -0.8276], [-1.6751, 2.6930, 5.1218], [-1.1174, 3.7538, 4.2128], [-0.0574, 4.6237, 4.8315], [-0.4619, 3.0406, 3.0670], [-0.8325, 3.0125, 1.5550], [0.3388, 2.4045, 0.7982], [-2.3766, 1.8353, 1.4286], [-3.1328, 1.4376, -0.3310], [-2.5163, 0.1736, -0.8738], [-2.7120, 2.7083, -1.1377], [-2.9906, 2.7027, -2.6404], [-1.6568, 2.5484, -3.3147], [-3.7112, 3.9898, -2.9382], [-4.6630, 1.2778, -0.1819], [-5.6826, 2.3340, 0.1472], [-6.1744, 2.0589, 1.5419], [-6.7409, 2.2260, -0.9169], [-1.3938, 4.3603, 1.0538], [-0.5796, 5.5904, 0.6913], [-0.3069, 5.5259, -0.7844], [-1.4006, 6.7633, 1.1448], [-2.1490, 3.1613, 5.9851], [-0.8802, 2.0441, 5.4906], [-2.4271, 2.0813, 4.6237], [-1.9107, 4.3659, 3.7766], [0.7494, 4.0225, 5.2506], [-0.4964, 5.2095, 5.6399], [0.3670, 5.3172, 4.1068], [-3.1482, 2.3020, 2.0393], [-2.1027, 0.8682, 1.8968], [-3.6385, 1.8418, -2.8272], [-1.0306, 3.4262, -3.1573], [-1.8079, 2.4315, -4.3898], [-1.1241, 1.6684, -2.9581], [-3.0756, 4.8525, -2.7430], [-4.6261, 4.0854, -2.3551], [-3.9828, 4.0061, -3.9949], [-5.1582, 3.2917, 0.0774], [-6.5288, 1.0321, 1.6261], [-7.0110, 2.7220, 1.7656], [-5.4115, 2.2298, 2.3005], [-7.2278, 1.2520, -0.8844], [-6.3274, 2.3721, -1.9140], [-7.5002, 2.9909, -0.7502], [0.3431, 5.5162, 1.2732], [-1.2363, 5.5871, -1.3493], [0.2209, 4.6153, -1.0614], [0.3148, 6.3783, -1.0657], [-2.3403, 6.8211, 0.5960], [-0.8432, 7.6819, 0.9571], [-1.6145, 6.7134, 2.2111], [0.1928, -4.4166, 4.1825], [-0.1141, -3.0678, 4.0676], [-0.4703, -2.5563, 2.8249], [-0.5252, -3.4004, 1.7270], [-0.2245, -4.7513, 1.8285], [0.1388, -5.2491, 3.0720], [-0.8960, -2.7670, 0.4595], [-1.1434, -3.5743, -0.4368], [-1.4778, -2.8777, -1.6980], [-2.5104, -3.4386, -2.4376], [-2.8356, -2.8235, -3.6341], [-2.0830, -1.7254, -4.0366], [-1.0549, -1.2835, -3.2228], [-0.7453, -1.8364, -2.0429], [0.4742, -4.8276, 5.1424], [-0.0802, -2.4218, 4.9344], [-0.7031, -1.5021, 2.7372], [-0.2666, -5.3959, 0.9638], [0.3811, -6.2978, 3.1760], [-3.0175, -4.3165, -2.0664], [-3.6374, -3.2072, -4.2499], [-2.2659, -1.2325, -4.9809], [-0.4294, -0.4562, -3.5385], [3.9299, 2.5986, -1.9620], [2.4577, 2.1867, -1.2010], [1.8734, 1.0776, -1.5440], [2.6530, 0.4578, -2.5388], [2.3672, -0.7570, -3.1712], [3.2402, -1.2360, -4.1225], [4.4055, -0.5292, -4.4653], [4.7041, 0.6644, -3.8528], [3.8153, 1.1472, -2.8880], [2.0489, 2.8348, -0.4438], [1.4940, -1.3443, -2.9284], [3.0284, -2.1760, -4.6136], [5.0734, -0.9284, -5.2153], [5.6016, 1.2105, -4.1083]],
  "atomic_forces_ev_per_a": [[4.5, -4.6, -1.4], [-0.3, 0.3, 0.3], [0.1, 0.0, 0.0], [0.0, 0.0, 0.2], [0.1, 0.0, -0.1], [-0.4, 0.0, 0.0], [0.0, 0.0, 0.0], [0.1, -0.2, -0.1], [0.0, 0.0, 0.0], [0.0, 0.0, 0.0], [0.0, 0.0, 0.0], [0.0, 0.1, 0.0], [0.0, 0.0, 0.1], [0.0, 0.1, -0.1], [-0.1, -0.1, 0.1], [0.0, 0.0, -0.2], [-0.1, 0.0, 0.2], [0.1, -0.1, -0.6], [0.1, 0.1, 0.2], [0.0, 0.1, 0.2], [-0.1, -0.9, -0.5], [-1.2, 2.5, 1.3], [0.3, 0.9, -0.9], [0.4, -0.2, 0.7], [-1.9, 1.2, 0.1], [-0.4, 0.0, -0.3], [0.1, 0.0, 0.7], [0.1, 0.0, -0.3], [0.0, 0.0, -0.2], [-0.2, 0.2, 0.1], [0.5, -0.2, -0.2], [-0.2, 0.0, 0.1], [-0.2, 0.0, -0.1], [0.0, 0.3, 0.1], [-0.1, -0.6, 0.3], [0.1, 0.2, -0.1], [0.0, 0.2, 0.0], [0.0, 0.0, 0.0], [0.0, 0.0, 0.0], [0.0, 0.0, 0.0], [0.0, 0.0, 0.0], [0.0, 0.0, 0.0], [0.0, 0.0, 0.0], [0.0, 0.0, 0.0], [-0.1, 0.0, 0.0], [-0.8, 0.8, 0.4], [0.1, 0.0, 0.0], [0.0, 0.0, 0.1], [0.0, 0.0, 0.0], [0.0, 0.0, 0.0], [0.0, 0.0, 0.0], [0.0, 0.0, 0.0], [0.0, 0.0, 0.0], [-0.1, 0.0, 0.0], [0.0, 0.0, 0.0], [0.0, 0.0, 0.0], [0.1, 0.0, 0.0], [0.0, 0.0, 0.0], [0.0, 0.0, 0.0], [0.0, 0.0, 0.0], [0.0, 0.0, -0.1], [0.0, 0.0, 0.0], [0.0, -0.1, 0.0], [0.0, 0.0, 0.0], [0.0, 0.0, 0.0], [0.0, 0.0, 0.0], [0.0, 0.0, 0.0], [0.0, 0.0, 0.1], [0.0, 0.0, -0.2], [0.1, -0.2, 0.4], [-0.3, 0.5, -0.9], [0.1, 0.0, 0.4], [0.0, 0.0, -0.2], [0.2, -0.6, 1.1], [-0.4, 1.0, -1.1], [0.1, -1.1, 1.0], [0.2, 0.3, -0.1], [0.1, 0.0, 0.1], [0.0, 0.0, 0.0], [0.0, 0.0, 0.0], [-0.2, 0.1, -0.3], [0.0, 0.0, 0.0], [0.0, 0.0, 0.0], [-0.1, 0.0, -0.1], [0.0, 0.0, -0.1], [0.0, 0.0, 0.0], [0.0, 0.0, 0.0], [0.0, 0.0, 0.0], [0.0, 0.0, 0.0], [0.0, 0.0, 0.0], [0.1, 0.1, 0.0], [-0.3, -0.1, 0.2], [0.3, 0.1, -0.4], [-0.4, -0.1, 0.2], [0.1, -0.2, -0.1], [0.2, 0.1, 0.0], [-0.1, -0.1, 0.0], [0.0, 0.1, 0.1], [0.2, -0.1, -0.2], [0.0, 0.1, 0.0], [-0.1, 0.2, 0.2], [0.0, 0.0, 0.0], [0.0, 0.0, 0.0], [0.0, 0.0, 0.0]],
  "mulliken_charge": [1.28, -0.14, -0.38, -0.87, -0.59, 0.02, -0.03, 0.24, 0.49, 0.05, 0.33, 0.41, 0.45, 0.21, 0.03, 0.06, -1.41, 0.78, -1.49, 0.21, 0.49, -0.85, -1.84, 0.11, -0.82, 0.35, 0.48, -0.96, -1.43, -0.12, 0.90, -1.40, -1.51, 0.15, 0.61, -0.70, -1.48, 0.46, 0.30, 0.29, 0.24, 0.32, 0.47, 0.33, 0.26, 1.04, 0.56, 0.22, 0.52, -0.05, 0.20, 0.35, 0.41, 0.17, 0.33, 0.42, 0.30, 0.36, 0.35, 0.42, 0.38, -0.01, -0.08, 0.55, 0.31, 0.44, 0.34, -0.52, -0.89, 0.11, -0.28, -0.21, -0.63, 1.10, -0.64, 0.19, -0.76, -0.51, -1.16, -0.04, 0.33, 0.43, 0.46, 0.35, 0.50, 0.41, 0.55, 0.45, 0.50, 0.52, -0.29, -0.74, 1.21, -1.16, 0.16, -1.15, -0.63, -0.51, 1.01, 0.27, 0.44, 0.48, 0.41, 0.44]
}

=====

(2)
{
  "formula": "C7H18ClI2O2P2Tl",
  "method": "wB97M-V/def2-TZVPD",
  "charge": 2,
  "multiplicity": 1,
  "de_lowest_kj_mol": 0.0,
  "e_tot_ha": -2338.15893,
  "e_homo_ev": [-16.344, -16.329],
  "symbols": ["I", "I", "Tl", "P", "C", "C", "H", "H", "H", "C", "H", "H", "H", "H", "H", "H", "C", "O", "Cl", "C", "P", "C", "C", "O", "H", "H", "H", "H", "H", "H", "H", "H", "H"],
  "xyz": [[-2.2135, 0.2070, 1.4234], [0.6363, 0.7944, -1.8576], [-0.2224, -1.5265, -0.0267], [-2.3277, -0.2696, -1.7474], [-3.0245, 1.4011, -2.0199], [-2.0920, -0.7953, -3.4886], [-3.6258, -2.2465, -1.2131], [-4.5179, -1.1108, -2.2882], [-4.3661, -0.7832, -0.5189], [-3.8753, -1.1964, -1.4043], [-1.6782, -1.8106, -3.4964], [-3.0716, -0.7756, -3.9791], [-3.8311, 1.3016, -2.7563], [-2.2421, 2.0631, -2.3986], [-1.3866, -0.1215, -3.9826], [-3.4141, 1.7914, -1.0767], [-0.8093, 2.4456, 0.1312], [-0.2001, 3.2032, 0.7223], [-0.7797, -3.7952, -0.9322], [4.1101, -1.1684, 1.7912], [2.6371, -0.1755, 2.0118], [2.4541, 0.2436, 3.7489], [2.9384, 1.3909, 1.1946], [1.4728, -0.9881, 1.5209], [3.9433, -2.1370, 2.2808], [4.9962, -0.6742, 2.2030], [4.2376, -1.3430, 0.7160], [3.3876, 0.6953, 4.1024], [1.6292, 0.9557, 3.8697], [2.2276, -0.6618, 4.3275], [2.9752, 1.2540, 0.1098], [2.1348, 2.0973, 1.4297], [3.8976, 1.7350, 1.6034]],
  "atomic_forces_ev_per_a": [[0.5, -1.3, -0.7], [-0.6, -1.4, 0.2], [0.8, -0.1, 0.9], [-2.5, 2.0, -2.0], [0.7, 0.2, 0.6], [1.4, -0.5, 0.3], [-0.3, 0.1, -0.1], [0.3, 0.1, 0.0], [0.1, -0.1, -0.2], [0.6, -0.7, 1.3], [-0.1, 0.1, -0.3], [0.1, 0.0, 0.3], [0.2, -0.2, 0.1], [-0.3, 0.0, 0.0], [-0.2, -0.1, 0.0], [0.0, 0.1, -0.3], [0.8, 1.7, 0.8], [-0.9, -1.1, -0.8], [0.5, 1.9, 0.7], [-0.1, -0.1, 0.0], [1.6, 0.6, 0.8], [-0.2, -0.2, -0.1], [-0.3, -0.2, 0.0], [-2.7, -1.1, -1.6], [0.2, 0.2, -0.1], [-0.1, -0.2, -0.1], [0.1, 0.0, 0.2], [-0.2, -0.1, 0.0], [0.2, -0.1, 0.0], [0.1, 0.2, -0.1], [0.3, 0.1, 0.2], [0.3, 0.0, 0.0], [-0.2, 0.2, -0.3]],
  "mulliken_charge": [0.16, 0.13, 1.06, 0.27, -1.12, -1.03, 0.35, 0.42, 0.41, -1.03, 0.34, 0.44, 0.45, 0.38, 0.41, 0.36, 0.18, -0.15, -0.26, -1.09, 0.94, -1.08, -0.93, -0.62, 0.34, 0.39, 0.34, 0.39, 0.35, 0.34, 0.21, 0.23, 0.41]
}

=====

(3)
{
  "formula": "C4H6N2O",
  "method": "wB97M-V/def2-TZVPD",
  "charge": 0,
  "smiles": "[H]/N=C(C)\\C(C=O)=N/[H]",
  "multiplicity": 1,
  "de_lowest_kj_mol": 294.6,
  "e_tot_ha": -340.68272,
  "e_homo_ev": -9.309,
  "symbols": ["H", "N", "C", "C", "C", "C", "O", "N", "H", "H", "H", "H", "H"],
  "xyz": [[0.8088, 1.9554, 0.9898], [1.2623, 1.3576, 0.2982], [0.5932, 0.3569, -0.0634], [1.1217, -0.6087, -1.0785], [-1.0158, 0.1461, 0.1245], [-0.9124, -0.8161, 1.2143], [0.0114, -1.5502, 1.5246], [-1.9635, 0.9339, -0.0937], [-1.7695, 1.7406, -0.6793], [0.4501, -0.7234, -1.9388], [2.1032, -0.3110, -1.4227], [1.2059, -1.5835, -0.6071], [-1.8954, -0.8977, 1.7320]],
  "atomic_forces_ev_per_a": [[-0.3, 0.0, -0.3], [0.4, -0.2, 0.9], [-2.0, 1.1, -3.2], [0.2, -0.4, 0.1], [5.4, 1.8, 1.0], [-2.9, -3.2, 1.6], [-0.8, 1.6, -0.7], [-1.0, -0.7, 0.2], [0.4, -0.1, -0.2], [0.0, 0.2, 0.2], [0.2, 0.1, 0.0], [0.0, -0.2, 0.0], [0.3, 0.0, 0.5]],
  "mulliken_charge": [0.23, -0.74, 0.88, -1.20, 0.32, -0.02, -0.45, -0.64, 0.30, 0.31, 0.37, 0.29, 0.35]
}

=====

| no. | F_max (Eh/bohr) |
| --- | --- |
| 1 | 0.1283 |
| 2 | 0.0736 |
| 3 | 0.1120 |